The following is a quantum chemistry calculation of a cluster of 2 separate species, C20H16F2O in total in a non-equilibrium geometry, from the Open Molecules 2025 dataset.

Each line ends with the Löwdin charge.
CARTESIAN COORDINATES (ANGSTROEM)
C: 2.11145 -2.03404 -5.09747  -0.07
C: 1.36762 -1.23782 -4.08864  -0.30
C: 1.02151 0.08638 -4.35809  -0.07
C: 0.32936 0.83690 -3.45058  -0.01
C: -0.06008 0.28648 -2.19073  -0.49
O: -0.68933 0.95163 -1.35594  -0.03
C: 0.31011 -1.06878 -1.93441  -0.02
C: 1.00015 -1.79452 -2.86242  -0.07
H: 2.30564 -3.04430 -4.73619  0.07
H: 1.53855 -2.11078 -6.02234  0.08
H: 3.07012 -1.56644 -5.32474  0.08
H: 1.31177 0.51445 -5.30235  0.11
H: 0.06250 1.85717 -3.66256  0.10
H: 0.03391 -1.49564 -0.98720  0.08
H: 1.27115 -2.81455 -2.65164  0.10
F: 4.56049 -0.75702 2.28508  0.08
C: 3.21730 -0.62128 2.22086  -0.24
C: 2.40939 -1.71929 1.97379  0.00
C: 1.04985 -1.58200 1.89301  -0.01
C: 0.42236 -0.32769 2.05859  -0.19
C: -0.99231 -0.29504 1.96355  0.08
C: -1.97474 0.70403 2.18105  -0.19
C: -3.32665 0.31285 2.06602  0.00
C: -4.34946 1.20117 2.26071  0.00
C: -4.08598 2.52378 2.57848  -0.24
F: -5.09724 3.40252 2.75689  0.08
C: -2.76740 2.93337 2.70684  0.01
C: -1.73379 2.05161 2.52252  0.01
C: 1.26689 0.77360 2.31165  0.01
C: 2.62721 0.62234 2.38858  0.01
H: 2.87700 -2.67922 1.85063  0.12
H: 0.43863 -2.45081 1.72024  0.12
H: -1.41594 -1.24421 1.67965  0.11
H: -3.55264 -0.71335 1.83395  0.12
H: -5.37504 0.89234 2.17142  0.12
H: -2.57640 3.96426 2.95072  0.12
H: -0.73597 2.41605 2.64862  0.09
H: 0.86400 1.75767 2.42843  0.09
H: 3.26600 1.46820 2.57402  0.12

Properties
HOMO energy, Ha: -0.208
Total energy, eV: -28478.421
LUMO, eV: -2.84
HOMO-LUMO gap, eV: 2.822

The following is a quantum chemistry calculation of a structure of composition C25H22N5O2Pt in a non-equilibrium geometry, from the Open Molecules 2025 dataset.

Each line ends with the Löwdin charge.
CARTESIAN COORDINATES (ANGSTROEM)
Pt: -0.21431 0.89125 -1.43184  1.18
O: -6.65525 -0.69500 1.75689  0.15
C: -5.88180 0.16868 2.41063  -0.48
O: -6.20209 0.59214 3.48978  0.14
C: -4.60131 0.58562 1.76204  -0.10
C: -4.11268 0.06725 0.55728  0.01
C: -2.91818 0.52031 0.05100  -0.03
C: -2.14098 1.48558 0.72529  -0.27
C: -2.65803 2.01582 1.92354  0.02
C: -3.85595 1.56794 2.42190  0.02
N: -0.95264 1.85378 0.15072  -0.10
C: -0.16578 2.82652 0.65177  -0.01
C: 0.97469 3.23670 -0.04646  -0.27
C: 1.88507 4.21523 0.43164  0.03
C: 3.00330 4.51352 -0.29822  -0.02
C: 3.22146 3.87124 -1.52699  0.01
C: 2.29593 2.93985 -1.95748  -0.10
N: 1.22697 2.62884 -1.24355  -0.01
H: -6.31666 -0.96245 0.89242  0.10
H: -4.65141 -0.68633 -0.00563  0.12
H: -2.56651 0.14693 -0.91370  0.08
H: -2.12301 2.77224 2.47212  0.11
H: -4.24899 1.96711 3.34442  0.13
H: -0.40499 3.29471 1.59240  0.13
H: 1.67659 4.68482 1.37759  0.13
H: 3.71486 5.23772 0.06668  0.12
H: 4.08495 4.09707 -2.12798  0.12
H: 2.41864 2.42887 -2.90501  0.13
N: 0.55452 -2.16938 -7.20796  0.13
C: 0.53735 -1.42240 -6.33125  -0.38
N: 0.56466 -0.53487 -5.41202  0.12
C: 0.33949 -0.29980 -4.23290  -0.31
N: 0.23006 0.08969 -3.12266  -0.11
C: 2.46078 -0.96889 -1.01883  -0.01
C: 1.43655 -1.10493 0.14508  -0.54
C: 1.87368 -0.09746 1.22739  -0.03
C: 0.06725 -0.81038 -0.34201  0.10
C: 1.40786 -2.54011 0.65323  -0.20
C: 1.57392 -2.85786 2.00016  -0.03
C: 1.50866 -4.17282 2.42518  -0.06
C: 1.25784 -5.19437 1.51837  -0.06
C: 1.09938 -4.89093 0.17359  -0.06
C: 1.16675 -3.58085 -0.24989  -0.05
H: 2.43573 0.05213 -1.40740  0.05
H: 2.23502 -1.65500 -1.82829  0.08
H: 3.45911 -1.18109 -0.64689  0.11
H: 1.91241 0.90548 0.80750  0.06
H: 2.86679 -0.35446 1.58804  0.11
H: 1.17944 -0.08506 2.06129  0.09
H: -0.57421 -1.63915 -0.63394  0.08
H: 1.76233 -2.09040 2.72974  0.10
H: 1.65914 -4.40215 3.46780  0.11
H: 1.18817 -6.21675 1.85850  0.11
H: 0.92690 -5.67938 -0.54316  0.11
H: 1.03855 -3.36477 -1.29991  0.11

Properties
HOMO energy (alpha / beta), Ha: -0.413 / -0.413
Total energy, eV: -41063.876
Charge: +1
ΔE to the lowest compared entry with this formula, charge and spin, kJ/mol: 305.9
LUMO (alpha / beta), eV: -5.68 / -5.68
HOMO-LUMO gap (alpha / beta), eV: 5.557 / 5.553

The following is a quantum chemistry calculation of the molecule C11H16Si in a non-equilibrium geometry, from the Open Molecules 2025 dataset.

Each line ends with the Löwdin charge.
CARTESIAN COORDINATES (ANGSTROEM)
C: -2.54952 -0.99126 -1.42681  -0.09
C: -1.38729 -1.04621 -2.11707  -0.11
C: 1.18171 0.73161 1.17300  -0.42
C: 2.10224 -0.14894 0.57713  -0.39
C: 0.96341 1.10709 2.45105  0.07
C: 3.39173 -0.21995 0.79435  0.00
C: -2.78710 -0.25779 -0.09213  -0.17
C: 0.62831 1.53202 0.04894  -0.15
C: -1.47130 0.22223 0.54585  -0.17
C: -0.16269 -0.29864 -1.52363  -0.36
C: -0.60293 0.88412 -0.57525  -0.27
Si: 1.15061 -1.44323 -0.68525  0.81
H: -3.36402 -1.63021 -1.87816  0.11
H: -1.20949 -1.38508 -3.11428  0.09
H: 0.28866 1.82604 2.85402  0.05
H: 1.45727 0.46237 3.27044  0.09
H: 4.01062 -0.92752 0.35727  0.02
H: 3.83894 0.48691 1.58002  0.10
H: -3.31576 0.65833 -0.35763  0.11
H: -3.22911 -0.83663 0.66222  0.09
H: 0.39341 2.49389 0.44333  0.11
H: 1.53711 1.68913 -0.49091  0.12
H: -1.63613 0.88501 1.36787  0.10
H: -0.93464 -0.66890 0.91598  0.10
H: 0.22148 0.23880 -2.32964  0.08
H: -1.33071 1.42573 -1.14351  0.13
H: 2.20319 -2.17148 -1.55477  -0.04
H: 0.61198 -2.61747 0.24756  -0.01

Properties
HOMO energy, Ha: -0.325
Total energy, eV: -19540.706
ΔE to the lowest compared entry with this formula, charge and spin, kJ/mol: 369.3
LUMO, eV: 0.88
HOMO-LUMO gap, eV: 9.714
SMILES: C=C1C[C@@H]2CCC=C[C@@H]2[SiH2]C1=C

The following is a quantum chemistry calculation of the molecule C7H9FO2 in a non-equilibrium geometry, from the Open Molecules 2025 dataset.

Each line ends with the Löwdin charge.
CARTESIAN COORDINATES (ANGSTROEM)
C: -2.06187 -0.44549 -0.50836  -0.21
C: -2.64623 -1.59105 -0.53310  0.09
C: -0.13438 0.28949 0.99584  -0.41
C: -1.84639 0.92897 -1.03292  0.07
C: -1.50263 0.54190 0.45590  -0.30
C: 3.06208 0.55240 -0.01286  -0.01
C: 1.93544 -0.49216 0.28533  -0.19
O: 0.17146 0.45505 2.13134  0.17
O: 0.61072 -0.17087 -0.03212  0.04
F: -2.31832 1.02795 1.42195  0.09
H: -2.52722 -2.26716 0.26200  0.06
H: -3.21653 -1.74109 -1.46095  0.09
H: -1.05864 1.00593 -1.69551  0.09
H: -2.63891 1.57347 -1.07874  0.09
H: 2.89675 0.96599 -0.91290  0.04
H: 2.92968 1.24206 0.72823  0.05
H: 3.99291 0.13297 0.10070  0.06
H: 2.09001 -0.76794 1.23912  0.08
H: 2.26208 -1.24039 -0.35297  0.10

Properties
HOMO energy, Ha: -0.370
Total energy, eV: -14214.224
ΔE to the lowest compared entry with this formula, charge and spin, kJ/mol: 154.8
LUMO, eV: 0.83
HOMO-LUMO gap, eV: 10.888
SMILES: C=C1C[C@]1(F)C(=O)OCC

The following is a quantum chemistry calculation of a cluster of 10 separate species, C24H30F4N6O12 in total in a non-equilibrium geometry, from the Open Molecules 2025 dataset.

Each line ends with the Löwdin spin population.
CARTESIAN COORDINATES (ANGSTROEM)
C: -2.70749 4.08449 3.82520  0.16
C: -4.08466 3.45207 3.69612  0.05
O: -3.75205 2.07640 3.77085  0.02
C: -2.46291 1.95209 3.32551  0.04
O: -1.82813 0.90087 3.07682  0.02
O: -1.93238 3.17996 3.15078  0.09
F: -4.76803 3.52331 2.52476  0.01
H: -2.30785 4.23524 4.82803  0.07
H: -2.72116 5.04508 3.31024  0.04
H: -4.70472 3.91454 4.46407  0.01
C: 2.33327 -4.19107 -3.98027  0.00
C: 3.65009 -3.43553 -3.64995  0.00
O: 3.66941 -2.52285 -4.76741  0.00
C: 2.42079 -2.51893 -5.39990  0.00
O: 2.15096 -1.75253 -6.27294  0.00
O: 1.71832 -3.45354 -5.01740  0.00
F: 4.71510 -4.19996 -3.83023  0.00
H: 1.66372 -4.18155 -3.12020  0.00
H: 2.55229 -5.21326 -4.28892  0.00
H: 3.74526 -2.85481 -2.73245  0.00
C: 1.13145 -0.72406 4.67732  0.03
C: 0.18627 -1.33395 5.63638  0.02
O: 0.10080 -2.68845 5.43679  0.00
C: 1.01181 -2.97205 4.41140  0.00
O: 1.12271 -4.05601 3.86115  0.00
O: 1.80034 -1.87371 4.18927  0.01
F: -1.06346 -0.81306 5.44146  0.02
H: 1.74587 0.02910 5.17061  0.03
H: 0.54970 -0.16457 3.94477  0.01
H: 0.46833 -1.14075 6.67137  0.00
C: -0.93412 3.75510 -2.24776  0.01
C: -1.17796 2.86799 -0.92173  0.01
O: -1.68278 1.70231 -1.56153  0.01
C: -2.31071 1.96515 -2.76372  0.00
O: -3.13303 1.30231 -3.40668  0.00
O: -1.82047 3.16913 -3.18334  0.00
F: -2.05391 3.51887 -0.13927  0.03
H: 0.05008 3.74531 -2.71612  0.00
H: -1.22076 4.80072 -2.13546  0.01
H: -0.24355 2.76295 -0.37043  0.00
C: 0.60430 -0.15305 -3.52803  0.00
C: 1.12854 0.89490 -2.65159  0.00
N: 1.53678 1.74714 -1.89651  0.00
H: -0.48037 -0.05676 -3.57617  0.00
H: 0.71446 -1.06685 -2.94412  0.00
H: 1.21946 -0.29307 -4.41690  0.00
C: 0.06991 -0.71043 0.48653  0.01
C: 1.02468 -1.55867 -0.18719  0.00
N: 1.71159 -2.27482 -0.75709  0.00
H: 0.34936 0.28762 0.14901  0.00
H: 0.06768 -0.67127 1.57582  0.00
H: -1.00247 -0.77092 0.30097  0.00
C: -3.04040 -2.28002 -4.00236  0.00
C: -2.10817 -2.36968 -2.84541  0.00
N: -1.30568 -2.42350 -1.97547  0.00
H: -3.86344 -1.67477 -3.62237  0.00
H: -3.20365 -3.31169 -4.31398  0.00
H: -2.40507 -1.86725 -4.78599  0.00
C: 4.94397 -0.84813 -0.13956  0.01
C: 5.62367 -1.50093 -1.29764  0.00
N: 6.17107 -2.05939 -2.11834  0.00
H: 3.88093 -0.67219 -0.30418  0.00
H: 5.32439 0.14912 0.08154  0.00
H: 4.96492 -1.50044 0.73345  0.00
C: -3.77276 -1.47264 2.26043  0.01
C: -4.65827 -2.05075 3.33208  0.01
N: -5.31915 -2.55094 4.11316  0.00
H: -2.73063 -1.58368 2.56001  0.00
H: -4.09763 -0.46702 1.99346  0.01
H: -3.81230 -2.12014 1.38449  0.00
C: 1.59741 3.89798 0.72330  0.08
C: 3.04132 3.83685 0.26967  0.04
N: 4.13516 3.76093 -0.14518  0.00
H: 1.52688 4.48823 1.63693  0.04
H: 1.29766 2.88050 0.97426  0.02
H: 0.98929 4.47367 0.02554  0.02

Properties
HOMO energy (alpha / beta), Ha: 0.001 / -0.335
Total energy, eV: -69751.201
Charge: -1
LUMO (alpha / beta), eV: 1.96 / 1.93
HOMO-LUMO gap (alpha / beta), eV: 1.939 / 11.037
Multiplicity: 2

The following is a quantum chemistry calculation of a cluster of 3 separate species, C2H5NOS2 in total in a non-equilibrium geometry, from the Open Molecules 2025 dataset.

Each line ends with the Löwdin charge.
CARTESIAN COORDINATES (ANGSTROEM)
C: -2.70500 1.71487 -0.07511  -0.51
C: -0.69434 -1.24781 0.63975  -0.56
N: -3.06875 1.90788 -1.17268  0.20
O: -2.53021 1.67741 1.05293  0.15
S: 5.14021 -0.19154 -0.29948  0.50
S: -1.52398 -1.43275 -0.72769  0.63
H: -0.05443 -2.11678 0.93102  0.00
H: 4.90377 -1.47832 0.03946  -0.20
H: -0.67002 -0.44766 1.37902  0.00
H: -2.87701 1.53852 -2.09361  0.09
H: 4.07976 0.07618 0.32640  -0.30

Properties
HOMO energy, Ha: -0.337
Total energy, eV: -27361.570
ΔE to the lowest compared entry with this formula, charge and spin, kJ/mol: 143.4
LUMO, eV: -0.67
HOMO-LUMO gap, eV: 8.509
SMILES: N=C=O.C=S.S

The following is a quantum chemistry calculation of the ion C7H12N3O2S with charge +1 in a non-equilibrium geometry, from the Open Molecules 2025 dataset.

Each line ends with the Löwdin charge.
CARTESIAN COORDINATES (ANGSTROEM)
C: -2.30126 0.66757 3.11546  0.00
N: -2.95506 2.00622 2.81100  -0.02
N: -3.13148 2.21763 1.42676  0.02
C: -2.60703 0.95915 0.77043  -0.47
S: -2.45747 0.43519 -1.02267  0.86
C: -0.83670 1.13636 -1.66261  -0.47
C: 0.31284 1.37763 -0.52050  -0.17
C: 0.93470 0.01746 0.14743  -0.26
C: 2.37506 -0.57740 -0.43594  -0.04
N: 2.12328 -2.07012 -0.72375  0.06
C: 0.60219 -2.03695 -0.94474  -0.10
O: 0.14495 -1.22381 0.19303  -0.15
O: -2.11876 0.03069 1.80193  -0.14
H: -1.99212 0.16706 4.13179  0.15
H: -0.41235 0.53822 -2.60448  0.10
H: -1.10154 2.21686 -2.09603  0.11
H: -0.06506 2.06077 0.36556  0.13
H: 1.22045 1.94676 -1.04319  0.14
H: 1.19082 0.34520 1.25120  0.17
H: 3.02533 -0.64062 0.54793  0.15
H: 2.91138 0.05173 -1.29642  0.17
H: 2.49182 -2.45781 -1.62183  0.20
H: 2.22326 -2.66450 0.14761  0.21
H: 0.04726 -3.06864 -0.79437  0.19
H: 0.37550 -1.43467 -1.94362  0.16

Properties
HOMO energy, Ha: -0.441
Total energy, eV: -26839.810
Charge: +1
ΔE to the lowest compared entry with this formula, charge and spin, kJ/mol: 663.4
LUMO, eV: -3.75
HOMO-LUMO gap, eV: 8.243
SMILES: c1nnc(SCC[C@@H]2C[NH2+]CO2)o1

The following is a quantum chemistry calculation of the molecule C4H6O, from the Open Molecules 2025 dataset.

Each line ends with the Löwdin charge.
CARTESIAN COORDINATES (ANGSTROEM)
C: 1.18434 -1.20828 -1.15987  -0.10
O: 1.08708 -0.16727 -0.21170  -0.15
C: -1.48511 1.84958 0.96922  0.01
C: -0.77973 0.76484 0.80551  -0.06
C: 0.00723 -0.26647 0.62692  -0.19
H: 0.25779 -1.31217 -1.73952  0.09
H: 1.42035 -2.17071 -0.68369  0.09
H: 1.99896 -0.92995 -1.83141  0.09
H: -1.18225 2.61369 1.68221  0.06
H: -2.38338 2.03990 0.38557  0.06
H: -0.12528 -1.21316 1.15675  0.12

Properties
HOMO energy, Ha: -0.332
Total energy, eV: -6290.127
ΔE to the lowest compared entry with this formula, charge and spin, kJ/mol: 172.8
LUMO, eV: 1.06
HOMO-LUMO gap, eV: 10.108
SMILES: C=C=COC